Formula: C54H82BrP3RuSi3Te
Source: the Open Molecules 2025 dataset
Level of theory: ωB97M-V/def2-TZVPD

Structure (XYZ):
```
145
Properties=species:S:1:pos:R:3:lowdin_charge:R:1
Ru -0.35382 -0.23756 -0.10148 0.281
C -0.89905 -3.87900 -4.13064 -0.094
C -0.96210 -2.46405 -3.53924 -0.497
C -0.02619 -1.60773 -4.36952 -0.111
P -0.67880 -2.35643 -1.66135 1.094
C -1.90617 -3.71823 -1.24666 -0.503
C -3.30762 -3.15936 -1.50391 -0.117
C -1.93984 -4.47804 0.07295 -0.095
C 1.01381 -3.05936 -1.56671 -0.385
C 1.27970 -4.42588 -1.58792 -0.096
C 2.58895 -4.88675 -1.62376 -0.064
C 3.63926 -3.98102 -1.67303 -0.064
C 3.37690 -2.61648 -1.65204 -0.104
C 2.07145 -2.13133 -1.57511 -0.288
Si 1.68875 -0.28193 -1.37188 0.556
C 3.05980 0.69883 -0.52273 -0.298
C 4.03812 1.42874 -1.20204 -0.092
C 4.92916 2.23476 -0.51191 -0.064
C 4.85500 2.31745 0.87200 -0.057
C 3.91513 1.57015 1.56497 -0.093
C 3.01250 0.76552 0.87211 -0.380
P 1.87402 -0.51235 1.52044 1.093
C 3.24023 -1.82173 1.63802 -0.466
C 2.89792 -3.29555 1.84736 -0.095
C 4.38295 -1.41639 2.57969 -0.079
C 1.28142 -0.12833 3.25839 -0.546
C 1.75082 1.19209 3.86897 -0.142
C 1.46004 -1.24480 4.29061 -0.094
C 1.65216 0.51978 -3.06304 -0.340
C 2.59565 0.24676 -4.05548 -0.105
C 2.57068 0.93096 -5.25637 -0.054
C 1.61163 1.91704 -5.46760 -0.055
C 0.68210 2.20793 -4.48533 -0.068
C 0.67790 1.48962 -3.28623 -0.384
P -0.46213 1.77104 -1.87256 1.030
C -2.17681 1.94512 -2.63133 -0.535
C -2.56953 0.69598 -3.40907 -0.122
C -2.50516 3.18564 -3.46964 -0.088
C -0.00928 3.53448 -1.51810 -0.529
C 1.42332 3.63354 -0.99808 -0.099
C -0.95747 4.37748 -0.66347 -0.142
H -0.93210 -3.78635 -5.21773 0.087
H -1.72701 -4.52588 -3.85274 0.071
H 0.03913 -4.37770 -3.88255 0.076
H -1.97711 -2.08620 -3.67772 0.074
H 0.99415 -1.99168 -4.31954 0.089
H -0.01615 -0.57582 -4.05960 0.027
H -0.34208 -1.64424 -5.41461 0.097
H -1.69495 -4.46471 -2.00534 0.068
H -3.50142 -2.31425 -0.83979 0.031
H -4.05600 -3.92508 -1.28907 0.096
H -3.46914 -2.82523 -2.52562 0.057
H -2.34044 -3.87755 0.88481 0.068
H -0.96922 -4.86557 0.37656 0.068
H -2.60828 -5.33216 -0.06742 0.093
H 0.46730 -5.14284 -1.57566 0.105
H 2.78634 -5.95083 -1.62128 0.111
H 4.66104 -4.33607 -1.71406 0.111
H 4.20951 -1.91902 -1.66203 0.110
H 4.08827 1.40083 -2.28402 0.097
H 5.67058 2.80943 -1.05204 0.109
H 5.54267 2.95199 1.41620 0.110
H 3.90424 1.61478 2.64252 0.089
H 3.63994 -1.75184 0.62398 0.069
H 2.50549 -3.49773 2.84367 0.070
H 3.82013 -3.87078 1.73788 0.087
H 2.20346 -3.67738 1.10567 0.046
H 4.05054 -1.18710 3.58832 0.059
H 4.93890 -0.56091 2.20592 0.066
H 5.08378 -2.25048 2.65366 0.086
H 0.21246 -0.04011 3.08461 0.001
H 2.74967 1.09758 4.30063 0.074
H 1.07010 1.44565 4.68495 0.088
H 1.74522 2.02143 3.16618 0.034
H 2.48597 -1.33561 4.63918 0.062
H 1.12582 -2.21299 3.93223 0.040
H 0.85004 -0.99617 5.16288 0.092
H 3.34773 -0.51862 -3.89260 0.112
H 3.29818 0.71050 -6.02700 0.112
H 1.59447 2.46211 -6.40236 0.110
H -0.03259 2.99512 -4.67065 0.091
H -2.83506 2.00130 -1.75194 0.018
H -1.98723 0.60461 -4.32523 0.084
H -3.62249 0.75955 -3.69300 0.078
H -2.42501 -0.20910 -2.81581 0.028
H -2.03457 3.16107 -4.44958 0.069
H -2.24976 4.12685 -2.98911 0.063
H -3.58287 3.19364 -3.65149 0.084
H -0.04294 3.93749 -2.53620 0.095
H 1.52334 3.13128 -0.03271 0.050
H 1.68464 4.68442 -0.86039 0.091
H 2.14516 3.19618 -1.68983 0.066
H -0.91683 4.09371 0.38514 -0.008
H -1.99839 4.33270 -0.98828 0.050
H -0.63985 5.41910 -0.74683 0.091
Br -0.65500 1.80499 1.52078 0.350
C -3.02761 -0.35673 2.31660 -0.426
C -3.92075 -0.08025 3.30698 -0.131
C -3.89171 -0.82657 4.50198 -0.051
C -3.02837 -1.87609 4.60734 -0.014
C -2.11361 -2.19268 3.57139 -0.159
C -1.30040 -3.34469 3.67900 -0.037
C -0.41686 -3.62353 2.68576 -0.110
C -0.26636 -2.73112 1.60384 -0.241
C -1.01926 -1.60123 1.39840 -0.302
C -2.02615 -1.36863 2.41135 -0.243
H -4.68340 0.67678 3.18391 0.063
H -4.58496 -0.59326 5.29893 0.113
H -3.03884 -2.50375 5.49026 0.120
H -1.39447 -3.98095 4.55038 0.120
H 0.20642 -4.50836 2.74080 0.119
H 0.48134 -2.97010 0.86432 0.042
C -5.90468 -1.14162 -2.62986 -0.168
Si -6.42808 -0.13200 -1.15100 0.428
C -6.52750 1.66704 -1.65433 -0.173
C -8.09386 -0.69456 -0.53254 -0.172
C -5.22770 -0.44251 0.28228 -0.447
Te -3.27602 0.44397 0.41054 1.598
C -3.95571 2.43122 0.64176 -0.476
Si -4.61489 3.33100 2.18187 0.441
C -4.93594 5.04399 1.51081 -0.171
C -3.31141 3.40155 3.50667 -0.181
C -6.24623 2.59983 2.76734 -0.168
H -6.51147 -0.88117 -3.49982 0.046
H -6.02987 -2.21010 -2.44349 0.039
H -4.85895 -0.97035 -2.89036 0.000
H -7.30404 1.75570 -2.41869 0.046
H -5.60005 2.04011 -2.09858 0.018
H -6.80888 2.32655 -0.83041 0.033
H -8.83866 -0.65671 -1.33018 0.041
H -8.44732 -0.05832 0.28201 0.036
H -8.05486 -1.72090 -0.16190 0.040
H -5.03986 -1.51868 0.33257 0.019
H -5.69005 -0.16911 1.23316 0.006
H -4.70279 2.52845 -0.14918 -0.010
H -3.07906 3.01135 0.34088 -0.035
H -4.02990 5.49009 1.09524 0.035
H -5.29745 5.70500 2.30177 0.043
H -5.69606 5.02281 0.72590 0.037
H -2.48386 4.03432 3.17883 0.032
H -2.89516 2.42232 3.74432 0.008
H -3.72308 3.83340 4.42202 0.043
H -7.05069 3.31116 2.57007 0.038
H -6.23696 2.41103 3.84279 0.040
H -6.51632 1.66516 2.27175 0.011
```

Values from the calculation:
Multiplicity: 2
Total charge: +1
E_LUMO (alpha / beta) (eV): -2.1 / -2.3

Formula: C3H4BrN3
Source: the Open Molecules 2025 dataset
Level of theory: ωB97M-V/def2-TZVPD

Structure (XYZ):
```
11
Properties=species:S:1:pos:R:3:nbo_charge:R:1
C 0.83087 -1.07869 0.13807 -0.411
C -0.52535 -1.08401 0.13384 -0.046
C 1.50331 0.05903 -0.34062 0.410
N -0.98363 0.18425 0.20065 -0.169
N -1.94525 0.85817 0.11303 0.044
N 1.49538 1.33345 -0.11460 -0.815
Br -3.91959 -0.07727 0.03810 -0.311
H 1.45633 -2.01305 0.08757 0.242
H -1.00357 -1.86158 -0.26611 0.218
H 2.07853 1.94689 -0.67640 0.416
H 1.01296 1.73281 0.68646 0.422
```

Values from the calculation:
Multiplicity: 3
E_LUMO (alpha / beta) (eV): 0.2 / -2.2
Energy relative to the best compared isomer or geometry (same formula, charge and spin) (kJ/mol): 0.00